Molecular formula: C2H4N3O
Method: DFT, ωB97M-V/def2-TZVPD

Output
- HOMO level (eV) = -15.9
- relative energy (zero: lowest compared OMol25 entry of this formula, charge and spin) (kcal per mole) = 53.9
- charge = +1
- gap between HOMO and LUMO (eV) = 10.4

Positions of all 10 atoms, in Å:
O  -1.791  1.386  0.424
N  -2.632  -0.686  -0.256
N  -0.725  -1.523  0.060
N  0.118  -0.793  0.014
C  -2.278  0.395  0.117
C  1.016  0.164  -0.073
H  2.027  -0.238  0.270
H  0.528  1.110  0.310
H  -3.492  -1.251  -0.452
H  1.410  0.362  -1.143